Entry from OMol25: a structure of composition C27H34FHfN7 (the ωB97M-V functional and the def2-TZVPD basis).

- E_LUMO (eV) = -6.677
- frontier orbital gap (eV) = 6.7
- HOMO level (eV) = -13.35
- DFT total energy (Eh) = -1580.162459
- charge = +2

Geometry (Å):
Hf  0.17122  -0.69406  0.30975
C  1.97344  -0.26402  -3.92740
C  1.52111  -0.14659  -2.51137
N  0.45994  -0.67781  -2.02523
C  -0.49945  -1.38231  -2.87870
C  -1.34566  -2.36948  -2.07988
N  -1.64948  -1.91180  -0.69943
C  -2.95521  -1.25523  -0.50645
C  -2.87046  0.18350  -0.96809
N  -1.70762  0.84218  -0.30831
C  -2.07246  1.88475  0.71202
C  -1.27791  1.66382  1.99773
N  0.05420  1.34098  1.52424
C  1.03525  2.15676  1.50788
C  1.16064  3.39707  2.32603
C  2.06554  1.81526  0.47323
C  3.38676  2.22775  0.44811
C  4.17571  1.81830  -0.62238
C  3.62931  1.04950  -1.64560
C  2.29536  0.68940  -1.53960
N  1.55070  1.06836  -0.50394
H  1.14024  -0.12367  -4.61550
H  2.38580  -1.26159  -4.10519
H  2.73942  0.46774  -4.16608
H  -0.00544  -1.91814  -3.69040
H  -1.12551  -0.61271  -3.34107
H  -0.80292  -3.30591  -1.98316
H  -2.26797  -2.57978  -2.62610
H  -1.63600  -2.74730  -0.12165
H  -3.17368  -1.28140  0.56432
H  -3.75643  -1.79181  -1.02029
H  -3.79654  0.71222  -0.74337
H  -2.74086  0.23901  -2.04898
H  -1.19891  1.33311  -1.03774
H  -3.14305  1.84919  0.90775
H  -1.84809  2.86980  0.30070
H  -1.67374  0.81342  2.54675
H  -1.32632  2.52298  2.66644
H  1.33754  3.11422  3.36673
H  0.24315  3.98458  2.29491
H  1.97739  4.02748  1.98659
H  3.80247  2.83090  1.24231
H  5.21947  2.09951  -0.66238
H  4.23494  0.73208  -2.48218
C  -1.38958  -1.56655  3.29915
N  -0.66962  -1.90757  2.06008
C  -0.16961  -3.11721  2.01271
C  0.59068  -3.60514  0.93944
C  1.17844  -4.86565  0.75788
C  1.87239  -4.79958  -0.44311
C  1.67601  -3.51017  -0.94504
N  0.89931  -2.78073  -0.13009
C  -0.64193  -0.62564  4.22115
C  0.74473  -0.60111  4.27977
C  1.39046  0.26128  5.15880
C  0.65835  1.09843  5.98628
C  -0.73049  1.06861  5.94082
C  -1.37285  0.21142  5.06306
H  -1.62832  -2.49635  3.82334
H  -2.35645  -1.12523  3.03775
H  -0.31800  -3.78860  2.85813
H  1.10707  -5.70235  1.43452
H  2.45483  -5.57910  -0.90463
H  2.07496  -3.09080  -1.85866
H  1.33412  -1.25084  3.64806
H  2.47197  0.25914  5.20855
H  1.16410  1.75798  6.67946
H  -1.31066  1.70156  6.59907
H  -2.45765  0.18405  5.04087
F  1.84859  -0.76445  1.32212

Atomic partial charges in e from the Löwdin method, atoms 1 to 5:
1. Hf 1.769
2. C 0.022
3. C -0.234
4. N -0.021
5. C -0.159

***

Entry from OMol25: a cluster of 2 separate species, C4H8NO3 in total at a distorted geometry (the ωB97M-V functional and the def2-TZVPD basis).

- E_LUMO (eV) = 3.931
- frontier orbital gap (eV) = 8.5
- HOMO level (eV) = -4.54
- energy above the lowest of the compared OMol25 structures with the same formula, charge and spin (kJ/mol) = 168.16
- DFT total energy (Eh) = -437.741436
- charge = -1

Geometry (Å):
C  -1.60604  -0.00061  -1.21305
C  -0.72283  -0.92407  -2.05042
O  -0.98621  -1.05369  -3.23469
N  0.13941  -1.75216  -1.31978
H  0.90121  -2.05439  -1.77696
H  0.56817  -1.56800  -0.42094
H  -2.28169  -0.41089  -0.47744
H  -2.27352  0.57764  -1.64612
H  -0.96354  0.74712  -0.65431
C  0.76305  1.43832  2.19787
C  1.41527  0.23970  1.39290
O  0.54440  -0.43308  0.79967
O  2.61412  0.00388  1.58082
H  1.48600  2.17156  2.66612
H  0.07526  0.98159  2.87059
H  0.32695  2.03708  1.28575

Atomic partial charges in e from the Löwdin method, atoms 1 to 5:
1. C -0.024
2. C -0.530
3. O -0.002
4. N 0.151
5. H 0.034

***

Entry from OMol25: a structure of composition C6H9N (the ωB97M-V functional and the def2-TZVPD basis).

- E_LUMO (eV) = 0.834
- frontier orbital gap (eV) = 7.3
- HOMO level (eV) = -6.43
- energy above the lowest of the compared OMol25 structures with the same formula, charge and spin (kJ/mol) = 615.17
- DFT total energy (Eh) = -288.547735

Geometry (Å):
C  2.04156  0.23109  -0.11561
N  0.62142  0.44406  0.11128
C  -0.11359  -0.53155  0.94081
C  -1.58270  -0.15049  0.68739
C  -1.46964  1.05304  -0.26695
C  -0.43507  0.14482  -0.97258
C  -0.86945  -1.14126  -0.19396
H  2.58619  0.35707  0.82443
H  2.40222  0.96407  -0.84289
H  2.21251  -0.78130  -0.49782
H  0.31391  -0.94146  1.84914
H  -2.31422  -0.36411  1.46261
H  0.09897  1.44290  0.30388
H  -2.39305  1.22034  -0.83025
H  -0.07014  0.23271  -1.99783
H  -1.02891  -2.17995  -0.46166

Atomic partial charges in e from the Löwdin method, atoms 1 to 5:
1. C -0.026
2. N -0.157
3. C -0.178
4. C -0.202
5. C -0.150

***

Entry from OMol25: a cluster of 2 separate species, C3H7NO3S in total at a distorted geometry (the ωB97M-V functional and the def2-TZVPD basis).

- E_LUMO (spin up / spin down) (eV) = -0.543 / -0.545
- frontier orbital gap (spin up / spin down) (eV) = 7.6 / 7.6
- HOMO level (spin up / spin down) (eV) = -8.17 / -8.17
- energy above the lowest of the compared OMol25 structures with the same formula, charge and spin (kJ/mol) = 457.05
- DFT total energy (Eh) = -796.991250

Geometry (Å):
C  1.18941  0.65049  1.16696
C  1.36763  -0.78330  0.72788
C  1.00699  0.25687  -0.24063
N  -2.34308  -0.16489  -1.37000
O  -1.70142  -1.90368  0.32903
O  -1.95380  0.48028  0.94698
O  1.25726  0.62846  -1.43976
S  -1.45821  -0.54793  0.03681
H  0.38150  1.16262  1.76616
H  2.05789  1.29400  1.60592
H  2.43465  -1.24045  0.57366
H  0.49303  -1.36929  1.09755
H  -2.00323  -0.74367  -2.22577
H  -2.44633  0.76901  -1.44052
H  1.71769  1.51150  -1.53427

Atomic partial charges in e from the Löwdin method, atoms 1 to 5:
1. C -0.124
2. C -0.109
3. C -0.376
4. N -0.119
5. O -0.349

***

Entry from OMol25: a structure of composition C37H43AuNO4P3Te (the ωB97M-V functional and the def2-TZVPD basis).

- E_LUMO (spin up / spin down) (eV) = -5.527 / -8.546
- frontier orbital gap (spin up / spin down) (eV) = 7.7 / 4.5
- HOMO level (spin up / spin down) (eV) = -13.19 / -13.02
- DFT total energy (Eh) = -3218.640225
- charge = +2
- <S²> = 2.012
- spin multiplicity = 3

Geometry (Å):
Au  -0.62099  1.53865  -0.65504
Te  -1.67202  -2.75949  1.85612
C  0.21159  -3.76865  2.00000
C  1.15977  -3.34823  2.91491
C  2.40264  -3.97336  2.87944
N  2.69496  -4.93491  2.01616
C  1.76181  -5.36579  1.17895
C  0.48562  -4.81189  1.12929
C  -0.84466  -1.21248  0.69197
P  -0.33889  0.33818  1.45636
C  1.45655  0.44174  1.69769
C  2.34967  -0.49083  1.18581
C  3.71293  -0.32267  1.39139
C  4.18300  0.78709  2.07691
C  3.29229  1.73456  2.56829
C  1.93243  1.56620  2.37599
C  -1.01559  0.25401  3.14804
C  -0.21681  -0.03689  4.25594
C  -0.80967  -0.26290  5.49087
C  -2.18910  -0.20296  5.62976
C  -2.98529  0.09911  4.53247
C  -2.40327  0.33035  3.29601
P  -1.40363  -0.95853  -0.97603
C  -2.62046  -2.29498  -1.21720
C  -3.81541  -2.19440  -0.49492
C  -4.71604  -3.24820  -0.48460
C  -4.43437  -4.40175  -1.20662
C  -3.26947  -4.48819  -1.95724
C  -2.36072  -3.43774  -1.97216
C  -0.07727  -1.39501  -2.14821
C  -0.15691  -0.83939  -3.42475
C  0.75989  -1.20551  -4.39681
C  1.76636  -2.11090  -4.08903
C  1.85419  -2.65571  -2.81512
C  0.93220  -2.30244  -1.84011
H  0.95165  -2.56844  3.63659
H  3.18744  -3.67958  3.56712
H  2.03481  -6.18389  0.52235
H  -0.25423  -5.19035  0.43414
H  1.98018  -1.34719  0.63614
H  4.41002  -1.06711  1.02549
H  5.24726  0.92092  2.22201
H  3.65923  2.59848  3.10669
H  1.23160  2.30373  2.75262
H  0.85870  -0.08088  4.16332
H  -0.18622  -0.49014  6.34589
H  -2.64256  -0.38299  6.59514
H  -4.05972  0.15780  4.64761
H  -3.02122  0.58466  2.44002
H  -4.04195  -1.27901  0.04497
H  -5.64121  -3.16891  0.07094
H  -5.13320  -5.22742  -1.19671
H  -3.06841  -5.37821  -2.53904
H  -1.46018  -3.51423  -2.56662
H  -0.95447  -0.14086  -3.65480
H  0.68825  -0.78934  -5.39304
H  2.47908  -2.40331  -4.84913
H  2.63739  -3.36668  -2.58222
H  0.97546  -2.75467  -0.85750
C  -4.07213  2.25011  -0.35010
C  -3.18870  3.44448  -0.05859
O  -2.07976  3.42684  -0.96590
C  -1.44331  4.69933  -1.15158
C  -0.59109  5.11283  0.03401
H  -4.90170  2.22165  0.35607
H  -3.49548  1.32464  -0.26215
H  -4.47047  2.31685  -1.36170
H  -2.82398  3.42110  0.97330
H  -3.74802  4.37200  -0.20443
H  -2.21759  5.44491  -1.35020
H  -0.83220  4.59319  -2.04521
H  -1.19756  5.23155  0.93249
H  -0.11346  6.06982  -0.17658
H  0.18915  4.37121  0.22277
C  3.65411  0.68692  -2.19177
O  2.44368  1.28412  -2.67481
P  1.42506  2.17860  -1.81507
O  1.11633  3.32803  -2.87638
C  0.78289  3.08567  -4.25399
O  2.29811  2.93181  -0.73036
C  3.39512  3.79912  -1.10606
H  4.44991  0.97305  -2.87788
H  3.54597  -0.39479  -2.19218
H  3.90030  1.02815  -1.18864
H  0.82307  4.04991  -4.75172
H  -0.22553  2.67602  -4.33562
H  1.50382  2.40934  -4.70827
H  4.12451  3.74084  -0.30362
H  3.02463  4.81670  -1.20357
H  3.84125  3.48749  -2.04882

Atomic partial charges in e from the Löwdin method, atoms 1 to 5:
1. Au 0.557
2. Te 1.687
3. C -0.485
4. C -0.106
5. C -0.111

***

Entry from OMol25: a cluster of 9 separate species, C35H56O19S in total at a distorted geometry (the ωB97M-V functional and the def2-TZVPD basis).

- E_LUMO (eV) = 0.049
- frontier orbital gap (eV) = 9.9
- HOMO level (eV) = -9.82
- DFT total energy (Eh) = -3195.056755

Geometry (Å):
C  -2.19389  -0.87209  3.24820
C  -1.41722  -1.02804  4.54504
O  -0.46710  0.04994  4.67643
S  0.10324  0.35375  6.13405
C  1.54089  -0.66376  6.11119
O  0.45467  1.72250  6.11931
O  -0.80699  -0.15026  7.10415
H  -2.94735  -0.09557  3.33217
H  -2.71901  -1.83210  3.16325
H  -1.54265  -0.83054  2.37784
H  -2.11232  -1.00773  5.38212
H  -0.85171  -1.96405  4.57631
H  1.41192  -1.42628  5.34901
H  1.71932  -1.13202  7.07582
H  2.38165  -0.00547  5.88624
O  2.02248  3.38175  -4.15751
C  2.31106  2.41019  -4.79134
C  3.31659  2.29683  -5.92471
C  3.07951  0.91313  -6.50085
C  2.08700  0.22288  -5.53709
O  1.84794  1.18348  -4.46974
H  3.15008  3.12640  -6.61098
H  4.31742  2.44961  -5.52110
H  2.60925  0.97864  -7.48777
H  3.97255  0.31927  -6.67945
H  1.12358  -0.06356  -5.94107
H  2.60348  -0.61539  -5.07433
O  2.50111  -0.60421  1.96442
C  2.43725  -1.76732  2.22965
C  3.23450  -2.93285  1.66885
C  2.81280  -4.10007  2.55525
C  1.47329  -3.64979  3.14723
O  1.50866  -2.21208  3.09729
H  2.97240  -3.12673  0.62768
H  4.28312  -2.65023  1.73828
H  2.76751  -5.07525  2.07580
H  3.53238  -4.23584  3.37018
H  0.67319  -3.92727  2.45135
H  1.23451  -4.03231  4.13317
O  -5.39871  6.20191  3.43196
C  -5.08582  5.24577  2.78472
C  -3.93984  5.13970  1.79809
C  -3.73754  3.62661  1.66331
C  -5.12590  3.08901  2.00821
O  -5.71321  4.05630  2.89216
H  -4.29608  5.49704  0.82562
H  -3.10004  5.73740  2.13046
H  -3.42247  3.27030  0.68653
H  -2.99413  3.31125  2.40010
H  -5.76520  3.02761  1.12818
H  -5.04890  2.12389  2.49510
O  3.76873  -2.45857  -2.73882
C  4.54672  -1.99285  -1.96259
C  5.80774  -2.61677  -1.39126
C  6.49258  -1.48813  -0.62085
C  5.38443  -0.41819  -0.47403
O  4.32681  -0.79488  -1.36982
H  5.42322  -3.38999  -0.72294
H  6.44282  -3.04736  -2.15755
H  6.85134  -1.82861  0.34606
H  7.29677  -1.02995  -1.19169
H  4.99435  -0.34461  0.54198
H  5.71279  0.56973  -0.79023
O  4.06441  2.10048  5.29449
C  3.63815  2.47039  4.23864
C  2.49514  3.41584  3.95095
C  2.08968  3.00901  2.52373
C  3.32805  2.31180  1.96113
O  4.16632  2.01176  3.07527
H  1.75435  3.29739  4.73390
H  2.82802  4.45344  3.87789
H  1.29295  2.25909  2.63823
H  1.63587  3.79432  1.92669
H  3.09111  1.45325  1.34572
H  3.86897  3.00679  1.30302
O  -4.39941  0.67467  0.48488
C  -4.67141  -0.42125  0.08403
C  -4.94691  -1.66496  0.91105
C  -5.39683  -2.70730  -0.11711
C  -5.47190  -1.95475  -1.45395
O  -4.96886  -0.63460  -1.21112
H  -4.08497  -1.98781  1.48211
H  -5.74585  -1.36437  1.58956
H  -4.74933  -3.58623  -0.10405
H  -6.34410  -3.17085  0.16980
H  -4.93046  -2.48529  -2.23071
H  -6.51589  -1.79890  -1.72350
O  -0.14445  -1.17154  -3.10521
C  -0.20749  -0.55138  -2.09291
C  0.90136  -0.02235  -1.23364
C  0.22444  0.51906  0.02499
C  -1.20917  0.77527  -0.47091
O  -1.39935  -0.13183  -1.56232
H  1.73206  -0.66850  -0.96038
H  1.37232  0.82675  -1.74024
H  0.18277  -0.24419  0.79948
H  0.73946  1.41488  0.35920
H  -1.87680  0.45022  0.32443
H  -1.43150  1.81195  -0.71549
O  -1.86546  -3.36241  -4.95030
C  -2.46784  -2.49502  -5.50094
C  -2.52125  -1.01018  -5.18122
C  -3.77084  -0.54281  -5.90317
C  -3.92933  -1.57595  -7.03457
O  -3.27621  -2.75246  -6.56925
H  -2.45421  -0.84713  -4.11229
H  -1.62272  -0.58372  -5.64075
H  -4.64007  -0.66671  -5.24628
H  -3.79173  0.49570  -6.22183
H  -4.96542  -1.83683  -7.22851
H  -3.45129  -1.20691  -7.94560

Atomic partial charges in e from the Löwdin method, atoms 1 to 5:
1. C -0.049
2. C -0.256
3. O -0.257
4. S 0.564
5. C -0.093